Density functional theory data (the ωB97M-V functional and the def2-TZVPD basis) for a molecular structure, C26H40BiN5O3Si.

The geometry in XYZ format:
```
76
Properties=species:S:1:pos:R:3:forces:R:3:mulliken_charge:R:1
Bi 0.114 -0.032 1.276 0.14 -0.09 0.37 0.599
C 3.044 2.269 1.342 -0.01 0.03 0.00 -1.631
C 3.951 1.097 1.559 -0.01 -0.04 -0.06 1.189
C 5.298 1.270 1.812 0.00 0.01 -0.06 -0.601
C 6.168 0.201 2.037 -0.03 -0.08 -0.07 -0.799
C 5.625 -1.085 2.025 0.06 0.04 0.04 -0.716
C 4.284 -1.314 1.784 -0.11 0.03 -0.06 1.099
C 3.693 -2.690 1.869 -0.01 0.00 0.04 -1.697
C 3.378 -0.225 1.507 0.07 -0.07 0.34 0.381
N 2.109 -0.462 1.245 -0.03 -0.01 -0.50 -0.504
H 3.596 3.209 1.420 0.00 -0.01 0.00 0.388
H 2.231 2.280 2.076 0.02 -0.01 -0.01 0.262
H 2.581 2.220 0.352 -0.02 -0.02 -0.03 0.204
H 5.689 2.286 1.838 -0.01 -0.01 0.00 0.240
H 7.220 0.365 2.237 0.00 -0.01 0.00 0.331
H 6.268 -1.940 2.228 0.00 0.00 -0.01 0.240
H 4.462 -3.440 2.074 0.00 0.00 -0.02 0.351
H 3.157 -2.959 0.952 -0.01 -0.03 0.08 0.271
H 2.935 -2.727 2.657 0.01 -0.02 0.00 0.325
C -6.029 0.402 -1.041 0.02 -0.02 -0.03 -1.207
Si -4.176 0.332 -0.558 -0.01 0.04 0.16 -0.136
C -3.664 -1.423 -1.028 0.03 0.04 -0.08 -0.807
C -3.378 1.512 -1.809 0.01 -0.04 -0.08 -0.774
N -3.700 0.687 0.997 -0.17 -0.01 -0.11 -0.145
C -4.287 1.196 2.090 0.10 0.00 0.09 0.081
C -3.519 1.391 3.281 0.04 -0.05 -0.01 -0.379
C -4.061 1.922 4.430 -0.07 0.01 -0.02 -0.498
C -5.408 2.300 4.505 0.05 -0.01 0.02 -0.417
C -6.187 2.109 3.370 -0.04 0.00 -0.01 -0.564
C -5.659 1.576 2.204 0.03 0.02 -0.01 -0.066
H -6.144 0.116 -2.093 -0.01 -0.01 0.01 0.339
H -6.444 1.406 -0.919 0.00 0.01 0.00 0.312
H -6.629 -0.285 -0.436 0.00 0.01 0.01 0.310
H -3.917 -1.658 -2.067 0.01 -0.01 0.01 0.272
H -4.176 -2.134 -0.374 0.01 -0.02 0.01 0.273
H -2.588 -1.564 -0.906 -0.01 0.00 0.01 0.182
H -3.659 1.250 -2.836 0.03 0.01 -0.02 0.162
H -2.289 1.489 -1.729 0.01 -0.01 0.01 0.177
H -3.714 2.533 -1.608 0.02 0.02 0.00 0.381
H -2.477 1.085 3.262 0.00 0.02 -0.01 0.490
H -3.420 2.043 5.298 0.00 0.00 0.00 0.346
H -5.829 2.718 5.412 0.00 0.00 0.00 0.327
H -7.240 2.382 3.390 0.00 0.00 -0.01 0.309
H -6.309 1.443 1.348 0.00 0.00 -0.02 0.108
C 1.749 -1.016 -3.856 0.09 -0.50 0.33 -0.893
N 0.959 -0.242 -4.790 -0.06 0.10 -0.07 0.207
C 1.631 0.508 -5.839 -0.02 0.11 0.10 -1.177
C -0.404 -0.272 -4.632 0.04 -0.14 -0.10 0.629
C -1.264 0.556 -5.566 -0.03 -0.02 0.07 -0.994
O -0.916 -0.955 -3.769 -0.04 -0.01 0.00 -0.589
H 2.765 -1.045 -4.247 0.04 -0.09 0.00 0.460
H 1.380 -2.044 -3.814 -0.23 0.11 -0.04 0.196
H 1.154 0.340 -2.461 -0.34 -0.33 0.03 0.339
H 2.703 0.382 -5.719 0.00 0.01 0.01 0.353
H 1.422 1.577 -5.781 0.00 0.00 0.01 0.379
H 1.357 0.152 -6.836 -0.01 0.00 0.00 0.361
H -0.725 1.118 -6.322 0.03 0.02 -0.03 0.384
H -1.848 1.241 -4.952 0.00 0.00 0.02 0.195
H -1.967 -0.121 -6.050 0.00 0.00 0.00 0.277
O -0.164 0.253 3.156 -0.04 0.10 -0.03 -0.873
N 1.797 -0.440 -2.495 0.53 1.13 -0.53 0.347
C 3.044 0.124 -2.147 -0.25 -0.32 0.01 -1.384
N 3.995 -0.799 -2.105 0.10 0.08 0.31 0.830
C 3.791 -2.236 -1.871 -0.03 0.03 -0.08 0.252
C 4.896 -3.029 -2.540 0.03 0.01 0.00 -0.740
O 6.183 -2.625 -2.108 -0.01 -0.01 -0.03 -0.416
C 6.374 -1.240 -2.350 0.01 0.05 -0.01 -0.783
C 5.327 -0.388 -1.661 0.01 0.01 -0.04 0.220
H 2.821 -2.546 -2.250 0.01 -0.01 0.07 0.491
H 3.803 -2.393 -0.788 0.05 0.01 -0.13 -0.550
H 4.828 -2.909 -3.634 -0.02 -0.01 -0.01 0.345
H 4.804 -4.089 -2.300 0.00 0.00 0.01 0.350
H 6.347 -1.056 -3.436 0.00 -0.01 0.00 0.354
H 7.367 -0.990 -1.978 0.00 -0.02 0.02 0.373
H 5.457 0.661 -1.917 -0.02 0.02 0.03 0.543
H 5.393 -0.499 -0.577 0.05 -0.02 0.08 -0.491
```
Positions in Å, forces in eV/Å.

Output
* spin multiplicity: 1
* ΔE to the lowest compared entry with this formula, charge and spin: 75.72 kcal/mol
* net charge: -2
* orbital gap: 4.54 eV